No. 1
ORCA calculation (ωB97M-V with the def2-TZVPD basis set) on a molecular structure, C45H36AsF6N5O5PdS2.

Cartesian coordinates (Å):
Pd -0.583 -0.054 -0.252
N -5.349 9.209 0.575
C -4.771 8.217 0.531
C -4.036 6.975 0.459
C -2.786 6.867 1.059
C -2.068 5.687 0.959
C -2.573 4.597 0.252
C -3.829 4.720 -0.344
C -4.560 5.891 -0.239
C -1.799 3.333 0.097
C -1.248 2.749 1.232
C -1.365 3.238 2.591
C -0.699 2.354 3.373
C -0.207 1.330 2.494
N -0.518 1.567 1.244
C -1.662 2.824 -1.208
C -1.884 3.588 -2.417
C -1.545 2.778 -3.458
C -1.133 1.539 -2.871
N -1.191 1.572 -1.554
H -2.372 7.718 1.585
H -1.075 5.629 1.385
H -4.240 3.875 -0.881
H -5.535 5.976 -0.701
H -1.925 4.099 2.918
H -0.586 2.377 4.448
H 0.321 0.430 2.777
H -2.214 4.615 -2.464
H -1.564 3.017 -4.513
H -0.806 0.649 -3.387
C 4.972 0.176 4.366
C 4.004 0.119 3.214
C 3.643 1.271 2.518
C 2.729 1.178 1.483
N 2.189 0.024 1.083
C 2.536 -1.077 1.746
C 3.419 -1.075 2.814
H 5.846 0.778 4.111
H 5.302 -0.822 4.653
H 4.496 0.640 5.234
H 4.068 2.232 2.785
H 2.405 2.063 0.946
H 2.077 -2.001 1.407
H 3.651 -2.001 3.330
C 1.655 -0.965 -6.428
C 1.842 0.345 -6.012
C 1.876 0.653 -4.656
C 1.731 -0.345 -3.695
C 1.556 -1.661 -4.127
C 1.515 -1.971 -5.481
As 1.756 0.028 -1.738
C 3.322 -1.113 -1.472
C 3.347 -2.483 -1.263
C 4.564 -3.145 -1.148
C 5.753 -2.431 -1.237
C 5.731 -1.056 -1.420
C 4.516 -0.388 -1.538
C 4.352 1.068 -1.738
C 5.377 2.003 -1.841
C 5.075 3.345 -2.034
C 3.753 3.769 -2.111
C 2.723 2.840 -2.009
C 3.027 1.498 -1.840
H 1.623 -1.204 -7.485
H 1.967 1.134 -6.745
H 2.020 1.681 -4.347
H 1.469 -2.459 -3.396
H 1.383 -3.001 -5.793
H 2.420 -3.037 -1.171
H 4.585 -4.218 -0.993
H 6.703 -2.949 -1.158
H 6.664 -0.508 -1.476
H 6.413 1.693 -1.774
H 5.878 4.067 -2.122
H 3.527 4.819 -2.254
H 1.685 3.159 -2.061
F -3.465 0.440 0.825
C -3.345 -0.362 1.888
F -2.997 0.381 2.916
F -4.551 -0.896 2.110
S -2.225 -1.827 1.437
O -0.797 -1.489 1.566
O -2.712 -2.066 0.101
N -2.666 -3.004 2.383
S -2.062 -2.931 3.874
O -2.730 -3.837 4.747
O -1.855 -1.570 4.289
C -0.331 -3.660 3.702
F -0.101 -4.127 2.464
F -0.197 -4.677 4.550
F 0.595 -2.745 3.988
C -0.738 -4.040 -1.299
O -0.202 -2.699 -1.120
C -0.731 -1.650 -1.643
C -1.828 -1.811 -2.623
H -1.779 -4.055 -0.990
H -0.150 -4.671 -0.643
H -0.629 -4.359 -2.332
H -2.297 -2.794 -2.622
H -1.430 -1.603 -3.625
H -2.577 -1.054 -2.402

Results
DFT total energy = -6145.4980 hartree
Energy relative to the best compared isomer or geometry (same formula, charge and spin) = 56.5 kcal/mol
HOMO-LUMO gap (alpha / beta) = 0.226 / 0.226 Eh
Highest occupied orbital energy (alpha / beta) = -7.598 / -7.598 eV
LUMO energy (alpha / beta) = -1.452 / -1.454 eV

***

No. 2
ORCA calculation (ωB97M-V with the def2-TZVPD basis set) on 2 unconnected molecules or ions with the total composition H5N2PS.

Cartesian coordinates (Å):
N 1.729 0.220 0.212
N 0.586 0.771 -0.154
P -1.493 -0.900 -0.083
S -2.976 0.580 0.088
H 1.932 0.575 1.130
H 1.942 -0.736 -0.040
H 0.398 0.480 -1.124
H -1.854 -1.505 1.239
H -2.626 1.259 -1.082

Results
DFT total energy = -851.9258 hartree
Energy relative to the best compared isomer or geometry (same formula, charge and spin) = 91.4 kcal/mol
HOMO-LUMO gap (alpha / beta) = 0.291 / 0.272 Eh
Highest occupied orbital energy (alpha / beta) = -7.352 / -7.717 eV
LUMO energy (alpha / beta) = 0.555 / -0.324 eV

***

No. 3
ORCA calculation (ωB97M-V with the def2-TZVPD basis set) on 2 unconnected molecules or ions with the total composition C2H4N2O2S.

Cartesian coordinates (Å):
C -2.794 -0.995 -0.618
C -1.852 -0.690 0.045
S -0.585 -0.207 1.008
N -0.467 1.477 0.494
H -3.613 -1.582 -1.045
H 0.492 1.701 0.190
H -0.846 2.191 1.249
O 2.012 0.867 -0.267
N 2.147 -0.176 0.358
O 2.519 -1.315 -0.282
H 2.986 -1.271 -1.132

Results
DFT total energy = -736.5709 hartree
Energy relative to the best compared isomer or geometry (same formula, charge and spin) = 146.8 kcal/mol
SMILES = C#CSN.O=NO
HOMO-LUMO gap = 0.300 Eh
Highest occupied orbital energy = -8.558 eV
LUMO energy = -0.382 eV

***

No. 4
ORCA calculation (ωB97M-V with the def2-TZVPD basis set) on a molecular structure, C4H7N3.

Cartesian coordinates (Å):
C -1.676 0.843 -0.031
C -0.690 -0.339 0.049
N 0.204 -0.471 -1.071
C 1.450 -0.372 -0.504
N 2.597 -0.476 -1.022
C 0.850 -0.148 0.837
N 1.023 0.028 2.069
H -2.356 0.753 -0.896
H -1.127 1.782 -0.143
H -2.321 0.920 0.856
H -1.260 -1.271 0.269
H -0.025 -0.093 1.899
H 0.008 -0.813 -1.988
H 3.324 -0.342 -0.324

Results
DFT total energy = -320.7705 hartree
Energy relative to the best compared isomer or geometry (same formula, charge and spin) = 70.8 kcal/mol
HOMO-LUMO gap = 0.366 Eh
Highest occupied orbital energy = -9.367 eV
LUMO energy = 0.598 eV